# 1
The following is a quantum chemistry calculation of a structure of composition C43H35Cl3N4O3PRhS in a non-equilibrium geometry, from the Open Molecules 2025 dataset.

Last column: Löwdin charge in e.
Geometry (Å):
Rh 1.6596 1.2484 -1.5227  0.943
C 3.2501 1.2552 5.4368  -0.081
C 3.5401 0.2787 4.4966  -0.081
C 3.1600 0.4546 3.1808  -0.129
C 2.4631 1.5998 2.7951  -0.412
C 2.1809 2.5798 3.7445  -0.088
C 2.5800 2.4091 5.0561  -0.075
P 1.9245 1.7551 1.0779  1.185
C 0.1340 2.3480 1.4768  -0.351
C -0.3426 3.3887 0.6879  -0.111
C -1.6757 3.7484 0.7440  -0.068
C -2.5496 3.0451 1.5591  -0.092
C -2.0789 1.9917 2.3300  -0.098
C -0.7412 1.6410 2.2931  -0.112
C 3.7453 1.4332 0.2593  -0.313
C 4.9779 1.6632 0.8505  -0.091
C 6.0795 1.8074 0.0181  -0.088
C 5.9503 1.7365 -1.3597  -0.080
C 4.7120 1.5004 -1.9406  -0.090
C 3.6052 1.3545 -1.1216  -0.330
H 3.5486 1.1190 6.4656  0.103
H 4.0595 -0.6224 4.7947  0.106
H 3.3838 -0.2978 2.4374  0.103
H 1.6612 3.4797 3.4469  0.110
H 2.3706 3.1735 5.7917  0.106
H 0.3462 3.9204 0.0461  0.093
H -2.0310 4.5752 0.1445  0.113
H -3.5943 3.3229 1.5956  0.105
H -2.7615 1.4462 2.9679  0.107
H -0.3685 0.8339 2.9105  0.104
H 5.0830 1.7374 1.9232  0.101
H 7.0503 1.9884 0.4548  0.101
H 6.8147 1.8764 -1.9953  0.105
H 4.6232 1.4581 -3.0177  0.091
N 1.7726 1.5812 -4.0493  0.027
C 1.7299 2.9995 -4.3608  -0.159
C 1.4575 3.9001 -3.0823  -0.697
O 1.2907 5.0843 -3.2949  0.024
O 1.4361 3.2969 -1.9828  -0.169
H 2.5940 1.1258 -4.4280  0.086
H 0.9470 1.0950 -4.3795  0.079
H 0.9473 3.2522 -5.0827  0.114
H 2.6852 3.3498 -4.7547  0.117
Cl -8.7555 -3.7521 1.6418  0.696
C -7.2915 -3.0813 1.0298  -0.669
C -6.2544 -2.7803 1.9009  -0.086
C -5.0946 -2.2273 1.3963  -0.009
C -4.9446 -1.9758 0.0383  -0.197
C -3.6529 -1.3699 -0.4626  -0.302
C -3.7379 0.1711 -0.4100  -0.042
N -2.6264 0.7707 -1.0943  -0.040
C -2.6641 1.5975 -2.1804  -0.036
C -1.3676 1.8454 -2.5221  -0.106
N -0.5478 1.1794 -1.6646  -0.025
C -1.3280 0.5494 -0.8186  -0.142
O -2.5554 -1.7297 0.3426  -0.140
C -2.0393 -3.0175 0.1019  -0.154
C -0.7764 -3.1879 0.8887  -0.307
C 0.0379 -4.2755 0.7620  -0.960
Cl -0.2475 -5.6156 -0.2616  0.708
S 1.4329 -4.1745 1.7794  1.003
C 0.9080 -2.6463 2.3757  -0.396
C -0.2658 -2.2553 1.8232  -0.136
C -5.9959 -2.2933 -0.8156  -0.590
Cl -5.8573 -2.0053 -2.5133  0.738
C -7.1694 -2.8468 -0.3315  -0.121
H -6.3563 -2.9806 2.9553  0.109
H -4.2704 -1.9941 2.0529  0.128
H -3.4742 -1.6884 -1.5014  0.130
H -3.7168 0.4605 0.6442  0.128
H -4.6645 0.5167 -0.8693  0.140
H -3.5816 1.9477 -2.6079  0.121
H -0.9826 2.4623 -3.3110  0.104
H -0.9928 -0.0722 -0.0131  0.126
H -1.8207 -3.1419 -0.9711  0.130
H -2.7762 -3.7865 0.3837  0.141
H 1.4917 -2.1342 3.1159  0.053
H -0.7717 -1.3384 2.0610  0.091
H -7.9743 -3.0959 -1.0044  0.107
N 2.2198 -6.0672 -2.6841  0.155
C 2.0845 -4.9516 -2.4488  -0.245
C 1.9506 -3.5738 -2.1703  -0.273
C 0.8972 -2.8239 -2.6937  -0.049
C 0.8462 -1.4598 -2.4776  -0.124
C 1.8090 -0.7758 -1.7222  -0.221
C 2.8360 -1.5625 -1.1802  -0.095
C 2.9112 -2.9246 -1.3969  -0.047
H 0.1332 -3.3114 -3.2824  0.116
H 0.0270 -0.9150 -2.9311  0.079
H 3.6190 -1.1115 -0.5875  0.086
H 3.7301 -3.4912 -0.9762  0.118

Cartesian forces (eV/Å) of the 6 atoms listed first:
-0.28 -1.03 -0.72
-0.04 0.08 0.05
0.12 -0.12 0.11
-0.08 0.06 0.09
-0.19 -1.16 0.13
-0.06 0.03 -0.35

Summary:
**Max |F|**: 0.049 hartree/bohr
**Electronic energy**: -117958.56775 eV
**Total charge**: 0

***

# 2
The following is a quantum chemistry calculation of a cluster of 2 separate species, C39H36NO in total in a non-equilibrium geometry, from the Open Molecules 2025 dataset.

Last column: Löwdin charge in e.
Geometry (Å):
C 4.0178 -2.3154 -1.8657  -0.097
C 2.8009 -1.7232 -2.1489  -0.078
C 2.0628 -1.1466 -1.1399  -0.034
C 2.5203 -1.1659 0.1849  -0.232
C 1.7991 -0.5257 1.2827  -0.004
C 1.3831 0.7790 1.3076  -0.181
N 0.8985 1.3662 2.4891  -0.068
C 1.0725 0.6966 3.7979  -0.124
C 0.1979 1.3059 4.8944  -0.183
O 0.3229 2.7170 4.9495  -0.142
C -0.0394 3.3245 3.7207  -0.181
C 0.8495 2.8379 2.5759  -0.125
C 1.6158 1.6361 0.1257  -0.205
C 2.9148 1.9046 -0.3037  -0.027
C 3.1395 2.6838 -1.4154  -0.078
C 2.0684 3.2098 -2.1130  -0.080
C 0.7730 2.9562 -1.7007  -0.067
C 0.5481 2.1745 -0.5891  -0.042
C 3.7422 -1.7973 0.4491  -0.049
C 4.4860 -2.3503 -0.5662  -0.104
H 4.5927 -2.7719 -2.6554  0.099
H 2.4247 -1.7311 -3.1601  0.105
H 1.1184 -0.6829 -1.3630  0.115
H 1.6948 -1.1083 2.1777  0.089
H 0.8226 -0.3627 3.6968  0.113
H 2.1301 0.7553 4.0724  0.130
H -0.8603 1.0659 4.7337  0.126
H 0.4658 0.9215 5.8880  0.132
H -1.0968 3.1017 3.5306  0.127
H 0.0413 4.4099 3.8642  0.130
H 1.8736 3.2028 2.7026  0.123
H 0.4866 3.2303 1.6214  0.112
H 3.7417 1.4815 0.2396  0.113
H 4.1497 2.8961 -1.7290  0.086
H 2.2447 3.8173 -2.9855  0.100
H -0.0611 3.3754 -2.2432  0.109
H -0.4555 1.9731 -0.2566  0.126
H 4.1094 -1.8154 1.4607  0.106
H 5.4371 -2.8088 -0.3479  0.086
C 6.4721 7.5867 3.1503  -0.045
C 5.7285 6.4410 3.3827  -0.053
C 5.8779 5.3510 2.5590  -0.016
C 6.7595 5.3928 1.4693  -0.176
C 6.9331 4.2231 0.5937  -0.033
C 7.1310 2.9579 1.1840  0.001
C 7.2144 1.7790 0.5021  0.064
C 7.4861 0.5020 1.1006  -0.194
C 7.7099 -0.6073 0.2724  -0.008
C 8.0309 -1.8337 0.8060  -0.059
C 8.1274 -1.9908 2.1769  -0.033
C 7.9052 -0.9166 3.0161  -0.047
C 7.5895 0.3148 2.4896  0.001
C 6.8928 4.4107 -0.8676  -0.183
C 7.9127 3.9348 -1.7055  -0.028
C 7.8674 4.1552 -3.0622  -0.053
C 6.8013 4.8389 -3.6200  -0.045
C 5.7866 5.3217 -2.8148  -0.056
C 5.8387 5.1277 -1.4553  -0.021
C 7.4860 6.5728 1.2421  -0.003
C 7.3557 7.6502 2.0856  -0.051
H 6.3764 8.4288 3.8154  0.115
H 5.0369 6.3983 4.2114  0.116
H 5.3007 4.4569 2.7224  0.118
H 7.2612 2.9369 2.2491  0.113
H 7.1174 1.8095 -0.5669  0.121
H 7.6536 -0.4750 -0.7953  0.124
H 8.2234 -2.6673 0.1510  0.117
H 8.3832 -2.9512 2.5901  0.119
H 7.9884 -1.0388 4.0848  0.117
H 7.4326 1.1426 3.1574  0.110
H 8.7594 3.4384 -1.2636  0.122
H 8.6698 3.8046 -3.6918  0.116
H 6.7561 4.9858 -4.6870  0.116
H 4.9497 5.8408 -3.2547  0.117
H 5.0610 5.5195 -0.8237  0.127
H 8.1833 6.6047 0.4229  0.124
H 7.9636 8.5304 1.9373  0.117

Cartesian forces (eV/Å) of the 6 atoms listed first:
0.16 -0.16 -0.26
0.09 -0.09 -0.18
0.04 0.00 0.56
0.09 -0.13 -0.64
-0.41 1.33 0.24
0.89 -1.45 1.26

Summary:
**Max |F|**: 0.041 hartree/bohr
**Electronic energy**: -44557.20334 eV
**Total charge**: +1

***

# 3
The following is a quantum chemistry calculation of a structure of composition C6H16FO2Rb2 in a non-equilibrium geometry, from the Open Molecules 2025 dataset.

Last column: Löwdin charge in e.
Geometry (Å):
Rb 5.3461 1.9461 -0.9947  0.953
Rb -4.1427 0.6576 -1.3365  0.932
F 0.5158 1.8656 -1.2378  -0.924
C 1.7317 -3.1162 -4.7353  -0.059
C 1.2559 -3.6384 -3.4236  -0.498
C 2.2695 -3.6642 -2.2916  -0.068
O 0.2031 -2.8013 -2.9537  -0.059
H 2.0769 -2.0825 -4.7154  0.087
H 0.9625 -3.2334 -5.4986  0.083
H 2.4936 -3.7980 -5.1132  0.083
H 0.8809 -4.6612 -3.4624  0.141
H 2.5410 -2.6483 -2.0048  0.074
H 3.2444 -4.1367 -2.4117  0.074
H 2.0059 -4.2117 -1.3867  0.081
H 0.6401 -1.9728 -2.7430  0.080
C -0.7756 3.3327 4.3254  -0.068
C -1.9092 2.3538 3.9348  -0.502
C -3.0795 3.2422 3.3596  -0.055
O -1.3170 1.5836 2.9960  -0.040
H 0.0059 2.6398 4.6373  0.082
H -1.0198 4.1585 4.9936  0.075
H -0.5227 3.9663 3.4753  0.075
H -2.2526 1.8149 4.8178  0.141
H -3.8141 2.5629 2.9271  0.059
H -2.7908 3.9250 2.5605  0.071
H -3.5151 3.9120 4.1010  0.076
H -1.0342 2.0039 2.1806  0.108

Cartesian forces (eV/Å) of the 6 atoms listed first:
-0.45 0.01 -0.01
0.46 0.07 0.04
0.02 -0.15 0.08
0.36 -1.10 -1.06
-0.02 -0.08 1.58
1.63 -0.03 0.67

Summary:
**Max |F|**: 0.099 hartree/bohr
**Electronic energy**: -14596.83094 eV
**Total charge**: +1

***

# 4
The following is a quantum chemistry calculation of a cluster of 3 separate species, C16H27NO10 in total in a non-equilibrium geometry, from the Open Molecules 2025 dataset.

Last column: Löwdin charge in e.
Geometry (Å):
C 2.2664 -4.5855 2.1604  0.034
C 1.5644 -3.7616 1.0998  -0.534
O 1.0388 -4.2858 0.2283  0.181
O 1.5995 -2.3724 1.1537  0.071
C 0.9827 -1.8635 2.3058  -0.482
O 1.4327 -1.9029 3.3693  0.195
C -0.3581 -1.1791 2.0888  -0.020
C -1.5713 -2.0300 2.6012  -0.175
C -2.4714 -2.4305 1.4128  -0.096
C -2.3951 -3.9942 1.4378  -0.152
N -1.3290 -4.3816 2.4009  0.087
C -1.2572 -3.3457 3.3393  -0.502
O -1.0363 -3.4344 4.4754  0.154
H 2.2665 -4.0730 3.1185  0.076
H 1.7893 -5.5551 2.2151  0.089
H 3.2867 -4.7516 1.8141  0.095
H -0.3277 -0.2283 2.6129  0.122
H -0.4634 -0.9696 1.0268  0.116
H -2.0159 -1.4110 3.3772  0.146
H -2.2123 -2.0330 0.4447  0.108
H -3.4801 -2.2054 1.7550  0.111
H -3.3299 -4.3849 1.8481  0.111
H -2.2914 -4.3877 0.4311  0.110
H -1.7380 -5.1852 2.8709  0.136
C 2.9696 0.6584 0.8321  -0.042
C 2.6242 1.7003 1.8762  -0.199
O 3.0434 3.0116 1.4700  0.046
C 2.2567 3.6062 0.5755  -0.590
O 1.2394 3.1475 0.1134  0.109
O 2.7959 4.7892 0.2717  0.013
C 2.1030 5.5164 -0.7429  -0.039
H 4.0321 0.7009 0.5880  0.090
H 2.7238 -0.3367 1.1905  0.054
H 2.4195 0.8292 -0.0937  0.076
H 3.1575 1.4845 2.8006  0.128
H 1.5585 1.7003 2.1094  0.117
H 1.0483 5.6258 -0.4975  0.091
H 2.2202 5.0197 -1.7062  0.100
H 2.5562 6.5025 -0.7966  0.095
C -0.9336 3.3599 -2.0709  -0.063
C -0.2976 2.1804 -2.7711  -0.203
O -1.2852 1.2554 -3.2546  0.038
C -1.9104 1.6135 -4.3757  -0.607
O -1.7102 2.6141 -5.0162  0.121
O -2.8103 0.6676 -4.6675  0.002
C -3.6169 0.9597 -5.8089  -0.044
H -1.6061 3.0181 -1.2825  0.088
H -0.1716 3.9943 -1.6312  0.039
H -1.5268 3.9596 -2.7628  0.078
H 0.3156 1.6241 -2.0638  0.112
H 0.3528 2.4985 -3.5868  0.126
H -3.0019 1.1960 -6.6751  0.095
H -4.2930 1.7851 -5.5880  0.098
H -4.2030 0.0697 -6.0235  0.092

Cartesian forces (eV/Å) of the 6 atoms listed first:
0.11 0.84 0.17
2.12 0.08 3.23
-2.28 -1.62 -4.18
-0.44 0.18 0.65
-1.98 1.23 -2.37
2.15 -0.61 3.07

Summary:
**Max |F|**: 0.098 hartree/bohr
**Electronic energy**: -38994.96491 eV
**Total charge**: 0

***

# 5
The following is a quantum chemistry calculation of a structure of composition C23H43Cl3GaN3O4Si in a non-equilibrium geometry, from the Open Molecules 2025 dataset.

Last column: Löwdin charge in e.
Geometry (Å):
C 3.5110 -1.8394 -6.6169  -0.061
C 2.8769 -1.2308 -7.8253  -0.226
H 2.9361 -2.7143 -6.2788  0.077
H 3.5421 -1.1284 -5.7831  0.001
H 4.5500 -2.1328 -6.8321  0.096
C 2.8406 -1.9001 -8.9953  -0.119
C 3.2226 -3.3403 -9.1047  -0.106
H 2.6845 -1.3802 -9.9392  0.094
H 2.6991 -3.9304 -8.3390  0.076
H 4.3020 -3.5205 -8.9727  0.079
H 2.9553 -3.7681 -10.0768  0.067
Ga 2.3526 1.0187 -4.7832  -0.302
Cl 3.8119 2.5188 -5.2876  0.261
C 0.5197 2.7792 -3.3489  -0.203
O 0.7567 1.5849 -3.7659  -0.110
N -0.5914 3.1381 -2.7298  -0.130
C -1.7367 2.2442 -2.5827  -0.016
C -0.7137 4.5206 -2.2483  -0.018
H 1.2793 3.5555 -3.5083  0.153
H -1.4101 1.2385 -2.2882  0.099
H -2.2853 2.2060 -3.5283  0.087
H -2.3719 2.6736 -1.8067  0.073
H 0.0527 4.7267 -1.4832  0.102
H -1.7242 4.6668 -1.8659  0.093
H -0.5492 5.2170 -3.0864  0.098
H -3.5201 2.1424 2.8333  0.095
H -0.8426 1.8213 4.1480  0.094
C -3.1428 1.1806 2.4753  -0.049
C -0.9378 0.9223 3.5230  -0.064
N -1.7036 1.1797 2.3208  -0.199
H -3.6411 0.9143 1.5463  0.094
C -1.1227 1.8123 1.2696  -0.307
O -1.7200 2.4783 0.4246  -0.005
H 0.0649 0.5626 3.2783  0.089
H -0.0243 1.6738 1.2399  0.141
H -3.3879 0.4409 3.2341  0.081
H -1.4611 0.1731 4.1173  0.082
H -0.4270 -5.0082 0.9808  0.087
H -0.3467 -4.1778 -2.2360  0.090
C -1.4270 -4.8813 0.5651  -0.065
C -1.3697 -4.2136 -1.8420  -0.037
N -1.4460 -3.8361 -0.4411  -0.194
H -2.0868 -4.6513 1.4044  0.082
C -1.8137 -2.5834 -0.0673  -0.338
O -2.0236 -1.6354 -0.8196  -0.007
H -1.9846 -3.5453 -2.4526  0.085
H -1.9248 -2.5317 1.0433  0.131
H -1.7337 -5.8197 0.1131  0.081
H -1.7073 -5.2525 -1.9034  0.082
O 1.7842 0.3122 -6.3833  -0.324
C 2.4162 0.1952 -7.6255  -0.335
C 1.0310 0.4074 -9.9174  -0.067
C 1.7871 0.9328 -8.8453  -0.132
H 0.6985 -0.6416 -9.9296  0.099
C 0.7021 1.2271 -11.0311  -0.075
H 3.3602 0.7405 -7.4763  0.111
C 2.1504 2.2796 -8.9061  -0.040
H 0.1427 0.7985 -11.8757  0.103
C 1.0524 2.5843 -11.0565  -0.099
C 1.8114 3.0873 -9.9972  -0.084
H 2.7682 2.6726 -8.0959  0.092
H 0.7661 3.2349 -11.8962  0.103
H 2.1056 4.1320 -10.0121  0.097
Si -0.7137 -0.5481 -5.9552  0.223
Cl -0.0195 -2.4474 -5.3381  0.325
C -1.0256 -1.0349 -7.7230  -0.229
C -0.6455 1.4621 -6.2473  -0.164
C -2.2368 -0.4505 -4.8841  -0.245
H -0.7475 -0.2751 -8.4702  0.006
H -2.1253 -1.1228 -7.6363  0.041
H -0.5811 -2.0192 -7.9583  0.021
H -2.7311 -1.4207 -5.0559  0.024
H -2.8988 0.3540 -5.2314  0.036
H -1.9862 -0.3534 -3.8230  0.018
H -1.0766 1.6038 -7.2567  0.040
H 0.2930 2.0639 -6.2570  0.015
H -1.3276 1.9169 -5.5096  -0.006
Cl 2.8502 -0.5483 -3.3502  0.234

Cartesian forces (eV/Å) of the 6 atoms listed first:
-0.03 -0.20 0.45
-0.40 -0.34 -1.22
0.31 0.16 0.06
0.02 -0.45 -0.32
-0.32 -0.13 -0.01
0.49 0.59 0.42

Summary:
**Max |F|**: 0.051 hartree/bohr
**Electronic energy**: -135033.62827 eV
**Total charge**: 0

***

# 6
The following is a quantum chemistry calculation of a structure of composition C14H13FHgO3 in a non-equilibrium geometry, from the Open Molecules 2025 dataset.

Last column: Löwdin charge in e.
Geometry (Å):
C -2.2865 2.6644 1.8900  -0.148
C -1.3346 2.0497 0.9258  -0.105
C 0.0858 2.1474 1.2675  0.070
C 0.9969 1.5832 0.4535  0.037
C 0.5154 0.9083 -0.7224  -0.054
C 1.4903 0.2267 -1.6289  -0.019
C 0.9911 -1.2111 -1.7998  -0.022
C 0.6308 -2.0530 -0.8232  0.026
C 0.5905 -1.9264 0.6946  -0.274
C 1.9566 -1.5288 1.2893  0.013
F -0.4488 -1.1114 1.1540  0.000
C 0.2268 -3.4116 -1.4414  -0.335
O 0.1594 -4.4814 -0.9443  0.247
O -0.0376 -3.0631 -2.7586  0.154
C 0.7971 -2.0055 -3.1127  -0.341
O 1.2131 -1.8192 -4.2049  0.243
C -0.9033 0.8286 -1.0879  0.066
C -1.8006 1.3997 -0.2668  0.036
H -1.9149 2.5328 2.9241  0.103
H -3.3431 2.1844 1.7613  -0.108
H -2.3464 3.7424 1.6708  0.130
H 0.4411 2.6646 2.1613  0.156
H 2.0730 1.5925 0.6252  0.150
H 1.3902 0.7198 -2.6223  0.184
H 2.5226 0.2831 -1.2635  0.148
H 0.3794 -2.9367 1.0784  0.158
H 2.4711 -0.7254 0.7495  0.062
H 2.6110 -2.4113 1.3123  0.113
H 1.7735 -1.2408 2.3357  0.106
H -1.1581 0.3058 -2.0108  0.159
H -2.8658 1.3357 -0.4905  0.150
Hg -4.8758 2.7566 2.8846  0.897

Cartesian forces (eV/Å) of the 6 atoms listed first:
1.09 -0.44 -1.10
-0.62 0.41 1.06
0.06 -0.51 0.29
-0.21 -0.25 -0.85
0.61 -0.60 -0.73
-0.80 -0.24 -0.06

Summary:
**Max |F|**: 0.034 hartree/bohr
**Electronic energy**: -27741.13796 eV
**Total charge**: +2

***

> Which of these has the lowest max |F|?

C14H13FHgO3